Record 1
DFT (ωB97M-V/def2-TZVPD) results for a molecular structure, C29H55N2O2PS2Si3Zr.

Positions of all 95 atoms, in Å:
1 Zr 0.13944 0.04508 -0.15402
2 C 4.82164 0.43248 -1.21672
3 Si 3.05604 0.26008 -0.50412
4 C 1.98734 1.35558 -1.73052
5 C 3.11924 1.15678 1.18648
6 C 1.93554 -1.30452 -0.29142
7 Si 2.07134 -2.43812 -1.82942
8 C 1.06484 -1.52722 -3.19522
9 C 3.89394 -2.76582 -2.27652
10 C 1.35954 -4.22972 -1.83832
11 Si 2.13704 -2.10452 1.41598
12 C 3.80124 -2.04902 2.33438
13 C 1.47394 -3.88852 1.68678
14 C 0.81594 -1.14542 2.47068
15 C 0.87934 -0.96682 3.84688
16 C -0.15926 -0.34162 4.52388
17 C -1.27956 0.06098 3.80548
18 C -1.30236 -0.16842 2.44038
19 N -0.27736 -0.74512 1.78908
20 H 5.20124 1.43098 -1.00352
21 H 4.85174 0.30868 -2.29452
22 H 5.52554 -0.26872 -0.78292
23 H 2.03174 2.39778 -1.41082
24 H 0.91204 1.05848 -1.78172
25 H 2.39064 1.32308 -2.74162
26 H 3.09604 2.23528 1.05288
27 H 4.04364 0.93888 1.70888
28 H 2.28784 0.89318 1.84308
29 H 1.61694 -0.69332 -3.61622
30 H 0.08554 -1.16142 -2.84892
31 H 0.88364 -2.20692 -4.02182
32 H 4.47844 -1.87042 -2.43692
33 H 3.96814 -3.36192 -3.18082
34 H 4.37454 -3.32652 -1.47862
35 H 0.42694 -4.31532 -2.38262
36 H 1.23754 -4.67202 -0.85912
37 H 2.07834 -4.84352 -2.37102
38 H 4.62494 -2.24582 1.65938
39 H 3.84474 -2.80752 3.10948
40 H 3.99034 -1.09132 2.80378
41 H 2.14294 -4.62932 1.26538
42 H 0.47994 -4.05132 1.28088
43 H 1.42744 -4.07862 2.75618
44 H 1.75844 -1.29962 4.37608
45 H -0.10386 -0.17832 5.59008
46 H -2.11676 0.55538 4.27478
47 H -2.15796 0.14958 1.83618
48 C -2.15426 -5.69132 -0.84782
49 N -2.60356 -4.35272 -0.43912
50 C -2.65416 -4.22352 1.02398
51 C -1.79126 -3.27022 -1.05382
52 C -2.52036 -1.94232 -1.11242
53 C -3.88446 -1.92422 -1.39552
54 C -4.56106 -0.73122 -1.56272
55 C -3.84696 0.45198 -1.52672
56 C -2.48666 0.42398 -1.25422
57 C -1.76366 -0.75922 -0.99532
58 H -2.77246 -6.45632 -0.38252
59 H -1.11986 -5.84352 -0.55022
60 H -2.21776 -5.80042 -1.92792
61 H -3.56476 -4.21982 -0.78862
62 H -1.69136 -4.49742 1.45298
63 H -3.42126 -4.87852 1.43218
64 H -2.88646 -3.19492 1.29518
65 H -1.56466 -3.57682 -2.08042
66 H -0.84746 -3.15132 -0.50202
67 H -4.45846 -2.83852 -1.49682
68 H -5.62256 -0.73392 -1.74782
69 H -4.34356 1.39388 -1.69062
70 H -1.97056 1.38568 -1.24782
71 C -0.42996 6.78718 1.99788
72 C -0.66606 5.30278 2.22198
73 C -1.56246 5.00258 3.40758
74 O -1.29016 4.83238 1.01508
75 P -1.53556 3.31998 0.60878
76 S -3.06356 2.35158 1.37698
77 S 0.28014 2.39248 0.86458
78 O -1.78496 3.48138 -0.96422
79 C -1.00556 4.30178 -1.85792
80 C -0.97946 3.56548 -3.19312
81 C -1.64066 5.67258 -1.99762
82 H 0.04924 7.23148 2.86478
83 H -1.37986 7.28538 1.82618
84 H 0.20584 6.94178 1.12858
85 H 0.29254 4.77938 2.33448
86 H -2.55836 5.39428 3.21668
87 H -1.17286 5.46518 4.30798
88 H -1.62636 3.92498 3.55598
89 H 0.00904 4.38798 -1.44372
90 H -1.99476 3.47628 -3.57762
91 H -0.54876 2.56488 -3.09052
92 H -0.38266 4.12838 -3.90502
93 H -2.65436 5.56538 -2.37692
94 H -1.05816 6.26978 -2.69352
95 H -1.67296 6.17978 -1.03832

Cartesian forces (eV/Å) of the 3 atoms listed first:
-0.5 -0.3 -0.3
-0.7 -0.5 0.1
0.6 0.7 0.1

As for the net charge: +2. Its energy relative to the best compared isomer or geometry (same formula, charge and spin) is 1.2508 eV. The calculation puts the total energy at -93905.380 eV. The highest occupied orbital energy comes out at -13.08 eV. For the max |F|, the calculation gives 1.5 eV/Å.

Record 2
DFT (ωB97M-V/def2-TZVPD) results for a molecular structure, C29H56BrIrN5O2PSi.

Positions of all 96 atoms, in Å:
1 Ir -0.03745 0.29763 3.20205
2 N 1.37105 0.96133 7.36955
3 C 0.31725 0.61663 6.61885
4 N 0.72635 0.40633 5.38605
5 C 2.07075 0.65143 5.42825
6 N 2.47275 0.98173 6.63485
7 C 2.88105 0.59383 4.23045
8 C 4.26895 0.80343 4.22905
9 N 4.94605 0.77763 3.10755
10 C 4.31275 0.55903 1.97345
11 C 2.93055 0.35823 1.94535
12 N 2.24135 0.37633 3.07525
13 H 1.41365 1.20253 8.35115
14 H -0.69205 0.53093 6.96895
15 H 4.80035 0.99713 5.14915
16 H 4.91195 0.55653 1.07365
17 H 2.37465 0.21593 1.02645
18 C -2.46415 -4.01317 3.30485
19 C -1.98255 -2.61467 3.67535
20 C -0.96815 -2.70467 4.81505
21 P -1.28985 -1.55507 2.29735
22 C -0.23885 -2.50887 1.07705
23 C -0.98725 -3.50127 0.19035
24 C 0.92335 -3.17367 1.81205
25 C -2.71325 -0.81787 1.35055
26 C -3.83895 -1.76617 0.95975
27 C -3.28455 0.33903 2.16885
28 H -2.97015 -4.44027 4.17125
29 H -1.63095 -4.66797 3.06195
30 H -3.16695 -4.01217 2.47755
31 H -2.83785 -2.02247 4.02285
32 H -0.19155 -3.42807 4.58335
33 H -1.46075 -3.03007 5.72835
34 H -0.49425 -1.73817 4.99485
35 H 0.16315 -1.71037 0.44085
36 H -1.59975 -4.18867 0.76325
37 H -0.25945 -4.09177 -0.36295
38 H -1.61055 -2.98557 -0.53455
39 H 0.58375 -4.02697 2.39325
40 H 1.42705 -2.46667 2.47305
41 H 1.64795 -3.53717 1.08695
42 H -2.22665 -0.41147 0.45625
43 H -4.31865 -2.18527 1.83935
44 H -3.50715 -2.57387 0.31805
45 H -4.59455 -1.20197 0.41785
46 H -3.89675 -0.02397 2.99105
47 H -3.90885 0.96653 1.53965
48 H -2.48725 0.95903 2.58215
49 C -0.71375 4.34353 2.45635
50 C -0.52125 2.86703 2.62755
51 O -0.91875 2.31763 3.69505
52 O 0.04075 2.17023 1.75605
53 H 0.21975 4.83283 2.72995
54 H -1.49775 4.68203 3.12565
55 H -0.94775 4.58723 1.42295
56 C 1.42325 2.80253 -5.26815
57 C 1.58595 2.41653 -3.80765
58 C 1.20355 3.58433 -2.90535
59 C 3.03035 2.02923 -3.51915
60 Si 0.41835 0.83873 -3.43675
61 Br 0.53135 0.58083 -1.19425
62 C -1.48255 1.15673 -3.77455
63 C -1.91555 2.56403 -3.35865
64 C -2.34895 0.17543 -2.97495
65 C -1.76815 0.97683 -5.26505
66 C 1.18805 -0.86487 -4.04035
67 C 1.62535 -0.77727 -5.50185
68 C 0.13625 -1.97547 -3.91455
69 C 2.37325 -1.30827 -3.17485
70 H 2.09165 3.63303 -5.49755
71 H 0.41255 3.13773 -5.48895
72 H 1.68335 1.98863 -5.94005
73 H 1.96475 4.35873 -3.00165
74 H 1.16125 3.31213 -1.85245
75 H 0.25925 4.03383 -3.19105
76 H 3.67615 2.87683 -3.75025
77 H 3.36575 1.20353 -4.13975
78 H 3.17835 1.78343 -2.46795
79 H -1.62975 2.79393 -2.33295
80 H -3.00105 2.63333 -3.41415
81 H -1.51425 3.32013 -4.02795
82 H -2.26115 0.34833 -1.90365
83 H -2.11505 -0.86177 -3.18815
84 H -3.39055 0.33703 -3.24815
85 H -1.20265 1.67733 -5.87525
86 H -2.82425 1.16363 -5.45395
87 H -1.54915 -0.03377 -5.59955
88 H 0.81965 -0.42177 -6.14025
89 H 1.91295 -1.76707 -5.85415
90 H 2.48875 -0.12957 -5.63245
91 H -0.67985 -1.84737 -4.62035
92 H -0.25925 -2.03127 -2.90175
93 H 0.60605 -2.93447 -4.13165
94 H 3.14115 -0.54877 -3.07435
95 H 2.83345 -2.17947 -3.63695
96 H 2.04435 -1.59897 -2.17815

Cartesian forces (eV/Å) of the 3 atoms listed first:
0.6 1.3 0.1
-0.7 -0.3 -0.4
-0.2 0.2 0.4

As for the net charge: +2. Its energy relative to the best compared isomer or geometry (same formula, charge and spin) is 0.3002 eV. The calculation puts the total energy at -132561.402 eV. The highest occupied orbital energy (spin up / spin down) comes out at -13.10 / -13.10 eV. For the max |F|, the calculation gives 1.9 eV/Å. Its multiplicity is 5. As for the expectation value of S²: 6.009.

Record 3
DFT (ωB97M-V/def2-TZVPD) results for 12 unconnected molecules or ions with the total composition C29H56Cl16N5O6.

Positions of all 112 atoms, in Å:
1 C -1.91351 -1.93483 0.84827
2 C -0.70458 -1.14298 1.31860
3 N -0.47819 0.03644 0.48479
4 C -1.27639 1.17668 0.34003
5 C -0.70061 1.94156 -0.60716
6 N 0.47136 1.34017 -0.98697
7 C 0.49621 0.13370 -0.39749
8 C 1.43482 1.79530 -1.94916
9 H -1.97600 -2.87713 1.39244
10 H -1.81284 -2.08631 -0.22457
11 H -2.85157 -1.44836 1.12259
12 H 0.15644 -1.79316 1.14505
13 H -0.70504 -0.93548 2.38541
14 H -2.17670 1.33011 0.90746
15 H -1.02019 2.87746 -1.03880
16 H 1.26320 -0.62928 -0.52689
17 H 2.40599 1.39713 -1.63127
18 H 1.46221 2.88092 -1.88985
19 H 1.24206 1.41901 -2.95275
20 C 3.60424 -0.42318 1.13298
21 O 3.62888 0.52252 0.24636
22 O 3.01029 -1.54743 0.88210
23 O 4.29458 -0.31595 2.19973
24 Cl -6.25283 -0.81817 -4.08695
25 C -5.19377 -1.94013 -3.14326
26 C -5.34256 -1.69233 -1.65257
27 Cl -4.27135 -0.40364 -1.06322
28 H -4.17607 -1.79334 -3.49542
29 H -5.45299 -2.96647 -3.39586
30 H -5.09220 -2.58915 -1.08554
31 H -6.35911 -1.40633 -1.39489
32 Cl -3.43447 1.66206 -5.27833
33 C -2.39862 0.87543 -4.00911
34 C -1.22371 0.24261 -4.71209
35 Cl -0.11369 1.46969 -5.30935
36 H -3.07899 0.14067 -3.58080
37 H -2.29689 1.65038 -3.25516
38 H -1.51409 -0.41408 -5.52807
39 H -0.66934 -0.39448 -4.01780
40 Cl 3.91760 -2.53716 -3.59241
41 C 4.15303 -1.15846 -2.46621
42 C 5.57997 -0.61513 -2.55590
43 Cl 5.95676 -0.17331 -4.23742
44 H 3.92184 -1.49942 -1.45423
45 H 3.46553 -0.34452 -2.68268
46 H 6.31329 -1.32188 -2.17160
47 H 5.70486 0.26950 -1.93402
48 Cl 4.90802 5.77457 -1.43436
49 C 4.57321 4.05445 -1.07198
50 C 3.70527 3.88800 0.18087
51 Cl 2.14192 4.73981 0.04661
52 H 5.54741 3.62333 -0.85430
53 H 4.12300 3.52100 -1.90470
54 H 4.11858 4.32615 1.08561
55 H 3.51582 2.82724 0.37040
56 Cl 0.00639 2.33037 3.35114
57 C 1.50598 1.90591 2.47960
58 C 2.76251 2.34770 3.19874
59 Cl 2.69056 4.08937 3.50822
60 H 1.48293 2.24274 1.44569
61 H 1.45936 0.81692 2.46401
62 H 3.59523 2.14622 2.52255
63 H 2.94957 1.83435 4.13656
64 Cl -0.26136 -3.11475 3.92860
65 C 1.50439 -3.35156 4.08586
66 C 2.22433 -1.99846 4.10051
67 Cl 1.68225 -0.97963 5.49164
68 H 1.90777 -3.82926 3.19277
69 H 1.67996 -4.00660 4.93283
70 H 1.93833 -1.44768 3.20172
71 H 3.30458 -1.92868 3.95720
72 C -2.62170 5.42093 0.54506
73 O -2.19258 4.58591 -0.23561
74 N -1.90399 5.88057 1.59854
75 C -2.49529 6.83878 2.53202
76 C -0.50497 5.52250 1.77047
77 H -3.63219 5.85757 0.57233
78 H -2.42950 6.37890 3.52117
79 H -3.50560 7.11738 2.25545
80 H -1.78734 7.67200 2.55033
81 H 0.17219 6.29873 1.41244
82 H -0.32918 5.28143 2.81863
83 H -0.25170 4.61890 1.22586
84 C 3.39467 -4.72709 1.96143
85 O 3.52257 -5.38528 2.98635
86 N 2.27072 -4.64346 1.23991
87 C 0.96560 -5.16318 1.63285
88 C 2.27382 -4.02233 -0.08974
89 H 4.21697 -4.09184 1.60494
90 H 0.18022 -4.43267 1.44739
91 H 1.03356 -5.53842 2.65224
92 H 0.68826 -6.04820 1.05114
93 H 3.28913 -3.85938 -0.44744
94 H 1.75228 -4.62527 -0.83135
95 H 1.84146 -3.02462 0.01473
96 C -4.12501 -5.37868 -0.34449
97 O -2.91905 -5.36998 -0.45867
98 N -4.78667 -5.24939 0.83457
99 C -4.13392 -4.73917 2.03998
100 C -6.22965 -5.13902 0.86887
101 H -4.83100 -5.61432 -1.15962
102 H -4.69347 -5.09951 2.90592
103 H -4.12572 -3.65291 2.12320
104 H -3.15498 -5.19978 2.14769
105 H -6.67390 -5.29577 -0.11407
106 H -6.60742 -5.92992 1.52239
107 H -6.54678 -4.17057 1.26164
108 C 0.37073 5.85238 -4.79055
109 Cl 1.37669 7.28023 -4.94699
110 Cl 1.19061 4.67722 -3.70557
111 Cl -1.23042 6.24192 -4.14205
112 Cl 0.10963 5.10465 -6.34521

Cartesian forces (eV/Å) of the 3 atoms listed first:
-0.3 0.3 0.8
0.3 -1.0 -0.4
-0.8 0.8 -0.4

As for the net charge: -1. The calculation puts the total energy at -251078.201 eV. The highest occupied orbital energy comes out at -3.54 eV. For the max |F|, the calculation gives 2.2 eV/Å.

Record 4
DFT (ωB97M-V/def2-TZVPD) results for a molecular structure, C29H56IrN5O4S2Si.

Positions of all 98 atoms, in Å:
1 Ir -0.05243 0.04746 2.15501
2 C 1.49559 1.86464 4.14805
3 C 0.58009 2.73957 3.33880
4 N -0.63676 1.96367 2.97958
5 C -1.66237 1.75179 4.03310
6 C -1.29539 0.56698 4.90191
7 N -0.80689 -0.55085 4.02648
8 C 0.30028 -1.34340 4.65648
9 C 1.63648 -0.58820 4.55835
10 N 1.55989 0.49712 3.51310
11 H 2.50170 2.28305 4.18678
12 H 1.16274 1.74998 5.17413
13 H 0.32119 3.66235 3.86170
14 H 1.04763 2.99752 2.39221
15 H -1.08505 2.44738 2.20043
16 H -1.78766 2.66040 4.62428
17 H -2.60213 1.55716 3.51480
18 H -0.51596 0.80144 5.62084
19 H -2.15464 0.21425 5.47122
20 H -1.57747 -1.20762 3.90140
21 H 0.03450 -1.57061 5.68979
22 H 0.35126 -2.28514 4.11197
23 H 1.92409 -0.13533 5.50461
24 H 2.42179 -1.28830 4.28620
25 H 2.40537 0.47017 2.94943
26 C 3.03235 -1.34342 1.43681
27 C 2.82317 -0.26655 0.38477
28 C 3.78318 0.89673 0.55598
29 C 2.92685 -0.84930 -1.00526
30 O 1.40156 0.30645 0.57100
31 Si 0.70864 1.56063 -0.38732
32 S -1.25667 0.96811 0.29660
33 O 1.31779 2.90099 0.25274
34 C 1.41590 4.31891 -0.20243
35 C 0.54870 4.53729 -1.42838
36 C 2.88225 4.55652 -0.50380
37 C 0.93483 5.17919 0.95021
38 O 0.89086 1.50368 -1.95253
39 C 0.34409 1.03509 -3.24198
40 C -0.82794 1.94425 -3.56733
41 C 1.46749 1.18362 -4.24776
42 C -0.10011 -0.41056 -3.09368
43 H 3.72897 -2.08564 1.04848
44 H 2.10476 -1.87379 1.67348
45 H 3.48235 -0.95684 2.35285
46 H 4.80342 0.51035 0.53034
47 H 3.64288 1.41737 1.50696
48 H 3.68323 1.62878 -0.24426
49 H 3.94968 -1.20621 -1.13672
50 H 2.73698 -0.10194 -1.76945
51 H 2.26327 -1.69701 -1.16029
52 H 0.91018 3.95840 -2.27424
53 H 0.57501 5.59120 -1.70562
54 H -0.49471 4.27695 -1.22848
55 H 3.21399 3.92406 -1.32858
56 H 3.49828 4.35362 0.37333
57 H 3.04176 5.59483 -0.79450
58 H -0.10788 4.96224 1.19554
59 H 0.99274 6.23002 0.66898
60 H 1.56232 5.04537 1.83270
61 H -0.50397 2.97637 -3.68981
62 H -1.58472 1.90264 -2.77955
63 H -1.29549 1.62544 -4.49928
64 H 1.86910 2.19618 -4.22620
65 H 1.08863 0.99271 -5.25203
66 H 2.27615 0.47802 -4.05575
67 H -0.81669 -0.51025 -2.27277
68 H 0.74729 -1.06685 -2.92035
69 H -0.58802 -0.73420 -4.01472
70 C -4.18990 -0.05953 -1.93925
71 C -4.65140 -1.42940 -1.47069
72 C -3.84253 -2.01930 -0.32578
73 N -2.49449 -2.42872 -0.77290
74 C -1.35943 -2.37987 -0.13816
75 S -1.30621 -1.80159 1.54584
76 N -0.23879 -2.94987 -0.59183
77 C 0.05817 -3.62952 -1.86852
78 O 1.13744 -3.39204 -2.32407
79 C -0.93850 -4.55474 -2.41741
80 C -1.80216 -5.29355 -1.60014
81 C -2.66121 -6.21468 -2.17113
82 C -2.66410 -6.39547 -3.55105
83 C -1.79740 -5.67508 -4.36341
84 C -0.92235 -4.76311 -3.79993
85 H -4.81449 0.29196 -2.75887
86 H -3.15825 -0.07764 -2.29726
87 H -4.25776 0.67396 -1.13383
88 H -4.66360 -2.14058 -2.30242
89 H -5.68348 -1.37805 -1.11972
90 H -4.32881 -2.92352 0.04614
91 H -3.72811 -1.32380 0.50380
92 H -2.48789 -2.96821 -1.63800
93 H 0.59577 -2.76492 -0.05316
94 H -1.76914 -5.18901 -0.52141
95 H -3.31374 -6.80908 -1.54650
96 H -3.33653 -7.11841 -3.99353
97 H -1.79568 -5.83616 -5.43245
98 H -0.22377 -4.20905 -4.41275

Cartesian forces (eV/Å) of the 3 atoms listed first:
-0.1 0.4 0.5
0.1 0.0 -0.1
-0.1 -0.1 0.0

As for the net charge: +3. Its energy relative to the best compared isomer or geometry (same formula, charge and spin) is 0.0000 eV. The calculation puts the total energy at -78990.703 eV. The highest occupied orbital energy (spin up / spin down) comes out at -16.46 / -16.46 eV. For the max |F|, the calculation gives 0.6 eV/Å. Its multiplicity is 2. As for the expectation value of S²: 0.760.